# 1
{
  "formula": "C5H7N",
  "method": "ωB97M-V/def2-TZVPD",
  "symbols": ["C", "C", "C", "N", "H", "H", "H", "H", "H", "C", "C", "H", "H"],
  "coordinates": [[-1.934552, 0.667191, 0.553218], [-0.782081, -0.304895, 0.189512], [0.175934, 0.575364, 0.161092], [0.794387, 1.624074, 0.041877], [-1.752816, 1.186816, 1.513519], [-2.095905, 1.450751, -0.198887], [-2.814714, 0.054215, 0.648084], [-0.729326, -1.323338, 0.556556], [0.683106, 2.287757, 0.800945], [1.938539, -2.111702, -1.210066], [2.321073, -1.009445, -0.917982], [1.602056, -3.087648, -1.482061], [2.594299, -0.009140, -0.655807]],
  "forces_ev_per_angstrom": [[-0.691, -0.306, 0.003], [0.014, 0.804, 0.863], [0.836, 0.363, -0.181], [-0.243, -0.100, -0.524], [-0.168, -0.353, -0.306], [0.014, -0.413, 0.040], [-0.657, 0.098, 0.065], [0.037, 0.260, -0.249], [0.589, -0.180, 0.410], [0.254, 0.468, 0.111], [-0.118, -0.542, -0.170], [0.063, 0.148, 0.052], [0.070, -0.245, -0.114]],
  "fmax_ev_per_a": 1.18,
  "relative_energy_kj_mol": 447.8,
  "smiles": "CC=C=N.C#C",
  "multiplicity": 1,
  "orbital_gap_ha": 0.35355
}

---

# 2
{
  "formula": "C20H25AlB2ClF4N4O22S2",
  "method": "ωB97M-V/def2-TZVPD",
  "symbols": ["C", "C", "O", "B", "O", "C", "C", "C", "C", "N", "N", "N", "C", "C", "C", "C", "C", "O", "N", "C", "O", "H", "H", "H", "H", "H", "H", "H", "H", "H", "H", "H", "H", "H", "H", "H", "H", "H", "O", "S", "O", "O", "C", "C", "C", "H", "H", "H", "H", "H", "H", "H", "H", "B", "O", "C", "O", "C", "O", "O", "O", "C", "O", "C", "O", "O", "Al", "F", "C", "F", "F", "F", "S", "O", "O", "O", "O", "Cl", "O", "O", "O"],
  "coordinates": [[2.603394, -1.435344, 2.569814], [1.570249, -1.490732, 3.750985], [0.615426, -0.402572, 3.785185], [1.164522, 0.841092, 3.440951], [2.288420, 1.442122, 4.021928], [0.381881, 1.648749, 2.258430], [1.002440, 2.087696, 0.963146], [2.510316, 1.849374, 0.632994], [3.378933, 3.196700, 0.963435], [4.151549, 3.024423, 2.189268], [2.514391, 4.381999, 0.982967], [4.396219, 3.372464, -0.127019], [0.116084, 2.771804, -0.025511], [-1.306461, 3.021070, 0.183780], [-1.884975, 2.601388, 1.484912], [-1.047684, 1.911505, 2.506527], [-1.966375, 1.583393, 3.740138], [-1.835766, 0.800203, 4.624267], [-3.109956, 2.480231, 3.516491], [-3.328117, 2.729388, 2.080684], [-4.332549, 2.979556, 1.511828], [2.139481, -1.187177, 1.569855], [3.004225, -2.488218, 2.450357], [3.515504, -0.809456, 2.786896], [2.122553, -1.645360, 4.720402], [0.962303, -2.431749, 3.597208], [2.365570, 1.228533, 4.971271], [2.942706, 0.931643, 1.110326], [2.564994, 1.742647, -0.493052], [3.700179, 3.479857, 2.981542], [4.280793, 2.025760, 2.396254], [2.300748, 4.680947, 1.933726], [2.904890, 5.150574, 0.439353], [3.903047, 3.492234, -1.022062], [4.983169, 2.518973, -0.152276], [0.597109, 3.095154, -0.988282], [-1.980159, 3.507191, -0.571044], [-2.687756, 3.387547, 3.775423], [-1.304420, -0.703695, -2.583601], [-2.475419, -1.539240, -2.397010], [-3.674693, -1.309691, -3.141386], [-2.847069, -1.562396, -0.826530], [-3.074770, -0.318891, -0.175963], [-4.402951, 0.305842, -0.580693], [-2.020603, -3.229705, -2.570047], [-2.237112, 0.365042, -0.370176], [-3.084239, -0.519020, 0.896637], [-4.410316, 0.574739, -1.636875], [-4.591984, 1.212599, -0.006589], [-5.222574, -0.397029, -0.419050], [-1.126215, -3.421408, -1.980176], [-1.820698, -3.411066, -3.627159], [-2.849759, -3.852527, -2.240088], [0.612352, -7.311543, -3.672193], [0.470801, -7.939608, -5.001104], [-0.487166, -7.286232, -5.652933], [-0.853973, -7.543705, -6.767824], [-1.018941, -6.200580, -4.784101], [-1.892976, -5.422984, -5.070817], [-0.376498, -6.212198, -3.621152], [0.368709, -8.290812, -2.596151], [1.471272, -8.348749, -1.849719], [1.606805, -9.053689, -0.886811], [2.486051, -7.410296, -2.401662], [3.588355, -7.221088, -1.964922], [1.981204, -6.799195, -3.473494], [3.272022, 4.363664, -2.606980], [-0.597626, -1.271323, -0.495958], [-6.372111, 5.185778, -1.212030], [-7.165201, 6.232769, -1.510714], [-6.486267, 4.989171, 0.116599], [-6.925379, 4.108363, -1.804295], [-4.617903, 5.458337, -1.738105], [-4.181748, 6.638663, -1.015734], [-4.671645, 5.649656, -3.173722], [-3.904255, 4.246807, -1.344726], [6.972370, 0.966936, 3.131505], [6.674598, 0.230611, 1.926839], [7.143239, 0.976016, 0.775731], [5.228725, 0.052646, 1.820542], [7.316709, -1.054580, 1.971539]],
  "forces_ev_per_angstrom": [[0.411, -0.639, 0.234], [0.366, -1.787, -0.529], [1.594, 1.403, -0.577], [-0.151, -0.483, 0.093], [-1.457, -0.345, 0.130], [-1.488, 0.470, -0.443], [-1.852, 0.113, 0.233], [-1.572, 0.700, -0.587], [0.496, -0.584, 0.616], [-0.915, -0.043, -0.619], [0.482, -0.346, -0.501], [-0.281, 0.172, 0.629], [-0.869, -0.453, 1.304], [1.328, -0.983, 1.405], [2.172, -0.989, 0.260], [0.899, 0.503, -2.576], [0.702, 0.572, -2.205], [-0.131, 0.785, -0.320], [-0.700, 0.405, 0.489], [2.810, -0.471, -0.350], [-0.168, 0.002, 0.510], [0.292, -0.100, 1.138], [-0.407, 1.129, 0.129], [-1.166, -0.458, -0.332], [-0.597, 0.537, -0.757], [0.428, 1.178, 0.281], [0.277, -0.263, -0.656], [-0.325, 0.951, -0.364], [-0.139, -0.180, 1.175], [0.180, -0.286, -0.267], [0.284, 0.465, 0.033], [0.026, -0.003, -0.456], [0.204, -0.163, 0.721], [0.209, -1.136, 0.673], [-0.086, 0.506, -0.190], [-0.696, -0.394, 1.033], [0.762, -0.480, 0.719], [-0.756, -0.162, 0.557], [0.294, 0.906, 0.218], [-0.836, -2.630, 1.450], [0.535, 0.817, -0.147], [-0.415, -0.307, -1.194], [-0.270, 1.421, 0.503], [-0.188, -0.099, -0.359], [0.237, 0.099, 0.046], [-0.192, -0.383, -0.104], [0.177, -0.357, -0.138], [0.022, 0.060, 0.065], [0.081, -0.056, 0.031], [0.055, 0.031, 0.076], [-0.047, 0.098, 0.016], [-0.091, -0.003, 0.005], [-0.014, 0.119, -0.052], [0.274, -0.227, 0.107], [-0.492, 0.654, 0.207], [0.740, -1.647, -1.403], [-0.088, 0.256, 0.258], [-0.748, 1.469, 1.179], [0.123, -0.080, -0.064], [-0.081, -0.239, -0.595], [0.517, 0.409, -0.114], [-1.341, -1.421, 0.933], [0.127, 0.231, -0.196], [1.621, 1.299, -0.653], [-0.297, -0.163, 0.028], [-0.386, -0.412, 0.364], [-0.209, 0.316, -0.459], [0.757, 0.345, -0.482], [-1.191, -0.289, 0.414], [0.603, -0.111, -0.090], [0.460, 0.108, -0.374], [0.542, 0.259, -0.021], [1.088, 0.580, -0.572], [-0.431, -0.373, 0.170], [-0.422, -0.257, 0.370], [-0.350, -0.036, 0.147], [-0.280, 0.020, -0.130], [0.964, -0.095, 0.296], [-0.374, 0.080, -0.103], [-0.311, 0.268, -0.154], [-0.326, 0.194, -0.111]],
  "fmax_ev_per_a": 3.12,
  "relative_energy_kj_mol": 0.0,
  "charge": -1,
  "multiplicity": 1,
  "orbital_gap_ha": 0.06471
}

---

Values of E_tot, in order: -249.3027 -4599.2609, all in Ha.